P) Computed, not measured: 2 unconnected molecules or ions with the total composition C3H5NO3, with the ωB97M-V functional and the def2-TZVPD basis.

Output
gap between HOMO and LUMO (alpha / beta): 9.88 / 7.16 eV
lowest unoccupied orbital energy (alpha / beta): -6.72 / -9.18 eV
spin multiplicity: 2
M: 103.1 g mol⁻¹
charge: +1

Geometry (Å):
O -1.080 0.604 -1.848
C -0.470 0.094 -1.084
N -0.445 0.690 0.840
C 0.951 0.541 0.943
O 1.473 1.552 1.722
O 1.633 -0.089 0.197
C -0.423 -1.417 -0.822
H -1.044 1.398 0.428
H 0.623 1.898 2.059
H -1.426 -1.831 -1.017
H -0.096 -1.708 0.171
H 0.305 -1.732 -1.589


Q) Computed, not measured: a gas-phase ion, C3H5NO3 (charge +1), with the ωB97M-V functional and the def2-TZVPD basis.

Output
gap between HOMO and LUMO (alpha / beta): 10.85 / 5.64 eV
lowest unoccupied orbital energy (alpha / beta): -5.19 / -10.07 eV
spin multiplicity: 2
M: 103.1 g mol⁻¹
charge: +1

Geometry (Å):
C 1.625 0.577 0.497
N 0.756 0.690 -0.595
C -0.644 0.598 -0.310
C -1.095 -0.836 -0.028
O -1.973 -1.266 -0.991
O -0.704 -1.478 0.879
O 2.279 1.530 0.827
H 1.569 -0.291 1.190
H 0.981 1.549 -1.103
H -1.161 0.938 -1.225
H -1.104 1.185 0.581
H -2.029 -0.784 -1.824


Quick one: most stable of them? Q)


P) Computed, not measured: 7 unconnected molecules or ions with the total composition C15H44O7, with the ωB97M-V functional and the def2-TZVPD basis.

Output
gap between HOMO and LUMO: 9.25 eV
lowest unoccupied orbital energy: 0.14 eV
M: 336.5 g mol⁻¹
SMILES: CC(C)O.CC(C)O.CC(C)O.CC(C)O.CC(C)O.O.O
charge: 0

Geometry (Å):
C 3.598 -2.395 0.615
C 4.927 -1.677 0.201
C 5.181 -1.549 -1.320
O 4.800 -0.335 0.629
H 3.555 -3.290 -0.007
H 2.730 -1.823 0.288
H 3.398 -2.748 1.626
H 5.806 -2.160 0.627
H 4.321 -1.028 -1.741
H 5.340 -2.483 -1.860
H 6.132 -1.044 -1.487
H 3.904 -0.066 0.413
C -2.910 -2.646 -1.412
C -1.509 -3.316 -1.339
C -0.535 -2.575 -2.200
O -1.081 -3.331 -0.046
H -3.533 -2.958 -0.574
H -3.347 -2.900 -2.378
H -2.964 -1.561 -1.315
H -1.592 -4.372 -1.597
H -0.590 -1.526 -1.909
H -0.731 -2.578 -3.272
H 0.507 -2.883 -2.120
H -0.656 -4.160 0.187
C -1.857 2.518 -0.761
C -3.149 3.052 -1.383
C -3.326 4.541 -1.424
O -3.174 2.585 -2.706
H -1.066 2.434 -1.506
H -2.037 1.504 -0.402
H -1.544 3.196 0.033
H -4.005 2.780 -0.767
H -3.258 4.980 -0.428
H -4.328 4.767 -1.788
H -2.610 5.089 -2.035
H -3.821 1.881 -2.622
C 3.475 2.078 -1.283
C 2.105 1.550 -0.889
C 1.433 0.848 -2.083
O 2.329 0.723 0.203
H 3.471 2.980 -1.896
H 3.995 1.315 -1.862
H 4.076 2.305 -0.402
H 1.522 2.438 -0.644
H 1.684 -0.212 -2.093
H 1.810 1.285 -3.008
H 0.350 0.965 -2.039
H 1.527 0.202 0.285
C -2.542 1.965 3.246
C -1.360 1.016 3.233
C -0.810 0.501 4.534
O -1.862 -0.037 2.507
H -2.316 2.959 3.633
H -3.360 1.588 3.861
H -2.834 2.138 2.210
H -0.480 1.282 2.648
H -1.511 0.299 5.344
H -0.221 1.348 4.886
H 0.001 -0.223 4.459
H -2.297 -0.668 3.085
O -2.732 -2.984 2.295
H -2.931 -3.915 2.199
H -2.085 -2.806 1.613
O 0.014 -0.805 0.496
H -0.388 -1.591 0.126
H -0.637 -0.470 1.113


Q) Computed, not measured: 7 unconnected molecules or ions with the total composition C15H44O7, with the ωB97M-V functional and the def2-TZVPD basis.

Output
gap between HOMO and LUMO: 10.32 eV
lowest unoccupied orbital energy: 0.31 eV
M: 336.5 g mol⁻¹
SMILES: CC(C)O.CC(C)O.CC(C)O.CC(C)O.CO.CO.CO
charge: 0

Geometry (Å):
C 0.792 -5.555 1.005
C 2.080 -6.211 0.438
C 2.765 -7.115 1.444
O 1.805 -6.993 -0.740
H 0.993 -4.764 1.728
H 0.125 -6.298 1.442
H 0.229 -5.112 0.184
H 2.742 -5.416 0.095
H 3.803 -7.258 1.142
H 2.262 -8.079 1.525
H 2.808 -6.625 2.416
H 1.085 -6.515 -1.155
C -5.064 -3.094 3.446
C -4.874 -1.615 3.877
C -5.813 -1.340 5.042
O -3.559 -1.499 4.349
H -5.069 -3.831 4.249
H -4.277 -3.443 2.776
H -6.066 -3.078 3.017
H -5.019 -0.913 3.055
H -5.760 -0.383 5.561
H -5.788 -2.050 5.869
H -6.830 -1.335 4.652
H -3.364 -0.562 4.417
C 4.314 4.963 4.310
C 3.924 6.348 4.746
C 2.580 6.791 4.159
O 3.817 6.309 6.225
H 5.374 4.831 4.529
H 4.274 4.775 3.237
H 3.677 4.185 4.729
H 4.637 7.130 4.484
H 2.713 6.891 3.082
H 2.150 7.633 4.702
H 1.884 5.953 4.157
H 4.729 6.343 6.521
C -0.878 0.491 -0.923
C -0.498 1.901 -0.925
C 0.534 2.369 0.082
O -0.035 2.245 -2.187
H -1.283 0.181 -1.886
H -1.748 0.231 -0.321
H -0.083 -0.143 -0.529
H -1.435 2.409 -0.696
H 0.406 3.437 0.258
H 1.561 2.336 -0.282
H 0.400 1.832 1.021
H 0.251 1.463 -2.665
C -0.945 -0.454 -7.088
O 0.429 -0.525 -6.667
H -1.532 -0.769 -6.226
H -1.320 0.485 -7.495
H -1.185 -1.286 -7.749
H 1.068 -0.408 -7.373
C 0.098 -5.288 -5.800
O 0.215 -4.464 -4.662
H 0.855 -5.068 -6.552
H 0.211 -6.350 -5.581
H -0.890 -5.273 -6.259
H -0.097 -3.585 -4.891
C 0.538 7.150 -4.978
O -0.685 6.409 -4.959
H 0.838 7.319 -3.944
H 1.365 6.626 -5.459
H 0.287 8.108 -5.433
H -0.520 5.559 -4.543


Quick one: most stable of them? P)